{
  "formula": "C5H8O",
  "method": "the ωB97M-V functional and the def2-TZVPD basis",
  "homo_ha": -0.3019,
  "gap_ha": 0.3073,
  "e_above_lowest_kcal_mol": 75.6,
  "multiplicity": 1,
  "species": ["C", "C", "C", "O", "C", "C", "H", "H", "H", "H", "H", "H", "H", "H"],
  "xyz": [[-2.0051, 1.1717, 0.4342], [2.2261, -0.5219, 0.3653], [1.1049, -0.9273, -0.2628], [1.2432, -2.0723, -1.1404], [-0.0987, -0.2322, -0.6436], [-0.4764, 0.9037, 0.1101], [-2.3365, 2.1048, 0.0283], [-2.6130, 0.3409, 0.1025], [-2.1703, 1.1716, 1.5910], [1.9584, 0.3270, 0.8939], [3.1367, -1.0206, 0.4449], [0.3524, -2.3718, -1.0694], [-0.5958, -0.4029, -1.5401], [0.2742, 1.5294, 0.6861]],
  "forces_ev_per_angstrom": [[1.8, -0.3, 1.2], [-3.4, -0.4, -0.6], [3.6, -1.4, -3.6], [0.3, 1.2, 1.6], [0.1, 4.7, 4.6], [-1.0, -1.7, -0.2], [-0.4, 0.6, -0.1], [-0.1, 0.0, -0.4], [0.6, 0.2, -2.0], [0.7, 1.8, 1.3], [1.1, -0.8, 0.0], [-1.0, -1.2, -0.6], [-1.4, -1.3, -1.0], [-1.0, -1.3, -0.3]],
  "nbo_charge": [-0.650, -0.454, 0.262, -0.694, -0.319, -0.093, 0.216, 0.216, 0.227, 0.189, 0.222, 0.457, 0.226, 0.194]
}



{
  "formula": "C5H9NS2",
  "method": "the ωB97M-V functional and the def2-TZVPD basis",
  "homo_ha": [-0.2401, -0.3282],
  "gap_ha": [0.2632, 0.2768],
  "e_above_lowest_kcal_mol": 45.4,
  "s2": 2.02,
  "multiplicity": 3,
  "species": ["C", "C", "C", "C", "C", "N", "S", "S", "H", "H", "H", "H", "H", "H", "H", "H", "H"],
  "xyz": [[-1.5921, 0.5600, 1.1749], [-1.8550, 1.3232, -0.0806], [0.0809, -0.5568, -0.7900], [2.1644, -0.0131, 0.4650], [1.5244, -0.8083, -0.6361], [-0.7726, -0.3649, 1.3334], [-0.4522, 1.0569, -1.2838], [-0.9139, -2.0161, -1.0522], [-2.2227, 0.6808, 1.9990], [-2.7311, 0.9713, -0.5932], [-1.8969, 2.4659, 0.2076], [1.5550, -0.3351, 1.2865], [2.0491, 1.0800, 0.1236], [3.2923, -0.1706, 0.5610], [1.8026, -1.9325, -0.4970], [2.0323, -0.5195, -1.5077], [-2.0645, -1.4211, -0.7104]],
  "forces_ev_per_angstrom": [[0.7, -1.2, -0.8], [1.5, 1.9, 0.1], [-0.5, -0.7, -2.4], [1.1, 1.6, -0.8], [1.2, -2.4, 0.2], [-0.6, 0.5, 1.6], [-0.1, -0.6, 0.6], [0.5, 1.1, 0.1], [-1.4, 0.8, 1.6], [-0.7, 0.2, 0.1], [-0.1, -2.3, -0.9], [0.5, 0.8, 1.3], [0.0, -1.4, 1.3], [-1.7, -0.2, 0.0], [-1.0, 1.7, -0.2], [0.7, 0.2, -1.8], [-0.2, -0.2, -0.1]],
  "lowdin_spin": [0.102, 0.077, 0.575, 0.023, 0.069, 0.815, 0.096, 0.158, 0.041, 0.000, 0.002, 0.000, 0.000, 0.001, 0.001, 0.023, 0.016]
}



{
  "formula": "C9H11O3",
  "method": "the ωB97M-V functional and the def2-TZVPD basis",
  "homo_ha": -0.1353,
  "gap_ha": 0.2394,
  "e_above_lowest_kcal_mol": 36.2,
  "total_charge": -1,
  "multiplicity": 1,
  "species": ["C", "C", "O", "O", "H", "H", "H", "C", "C", "C", "C", "C", "C", "C", "O", "H", "H", "H", "H", "H", "H", "H", "H"],
  "xyz": [[-0.6583, -1.7032, -2.0125], [-0.3590, -2.1616, -3.5063], [0.3753, -1.3655, -4.1519], [-0.8440, -3.2393, -3.8899], [0.1586, -2.2592, -1.5560], [-1.6793, -1.9711, -1.7368], [-0.6104, -0.6228, -1.9059], [-1.6768, 2.2991, 0.4480], [1.6948, -0.1257, 1.7692], [0.4386, -0.2195, 2.3615], [1.8109, 0.7636, 0.7096], [-0.5787, 0.6310, 1.9854], [0.7315, 1.4874, 0.1912], [-0.4788, 1.4762, 0.8667], [2.7813, -0.8702, 2.1607], [2.4215, -1.7083, 2.4106], [0.2055, -1.1135, 2.9359], [2.7574, 0.7605, 0.1816], [-1.5107, 0.5971, 2.5316], [0.9892, 1.9065, -0.7728], [-2.5215, 2.0629, 1.0951], [-1.8911, 1.9956, -0.5803], [-1.5559, 3.3801, 0.4654]],
  "forces_ev_per_angstrom": [[-0.2, -0.4, -1.6], [-0.1, 1.4, -0.3], [-0.1, -0.3, 0.3], [-0.1, -0.3, 0.3], [-0.3, 0.2, 1.0], [0.3, -0.6, 0.3], [0.6, 0.0, 0.0], [0.1, -0.6, -0.3], [-0.7, 1.0, -0.4], [0.4, -0.9, -0.1], [0.4, -0.4, -0.2], [-0.2, 0.4, -0.7], [1.2, -0.8, 0.5], [-0.1, 0.5, 0.8], [-0.1, 0.6, -0.4], [0.0, -1.0, 0.5], [0.1, 0.4, 0.6], [0.0, 0.1, 0.0], [-0.2, -0.1, -0.1], [-0.8, 0.6, 0.0], [-0.1, -0.1, -0.2], [-0.4, 0.2, 0.0], [0.4, 0.0, 0.0]],
  "nbo_charge": [-0.757, 0.770, -0.809, -0.789, 0.208, 0.190, 0.190, -0.627, 0.276, -0.279, -0.241, -0.201, -0.196, -0.025, -0.673, 0.473, 0.201, 0.217, 0.202, 0.227, 0.205, 0.230, 0.209]
}



{
  "formula": "C8H15NO",
  "method": "the ωB97M-V functional and the def2-TZVPD basis",
  "homo_ha": [-0.2608, -0.2922],
  "gap_ha": [0.2462, 0.3044],
  "e_above_lowest_kcal_mol": 147.2,
  "multiplicity": 1,
  "species": ["C", "C", "C", "C", "C", "C", "C", "C", "O", "N", "H", "H", "H", "H", "H", "H", "H", "H", "H", "H", "H", "H", "H", "H", "H"],
  "xyz": [[1.1183, 0.1776, 0.0455], [-0.9888, 0.1376, -1.4205], [1.8558, -0.3739, 1.2667], [2.0623, 0.1539, -1.1639], [-1.1845, -0.5443, 1.1914], [-0.1632, -0.6690, -0.3193], [-2.0246, 0.5633, -0.5591], [-3.1050, 1.1408, -0.1441], [0.6727, 1.5167, 0.3084], [-0.0686, -1.9560, -0.6446], [1.4400, 2.0994, 0.3106], [0.1260, -2.5214, 0.1818], [-0.4407, 0.9788, -1.8413], [-1.2910, -0.5662, -2.1939], [2.8019, 0.1602, 1.3837], [2.0815, -1.4338, 1.1460], [1.2807, -0.2286, 2.1786], [2.3773, -0.8671, -1.3733], [2.9472, 0.7609, -0.9504], [1.5879, 0.5541, -2.0592], [-2.1161, -1.0995, 1.0998], [-0.5096, -1.1735, 1.7705], [-1.2992, 0.3928, 1.7331], [-3.7309, 1.6999, -0.8385], [-3.4295, 1.0970, 0.8919]],
  "forces_ev_per_angstrom": [[-0.1, 0.0, 0.0], [0.3, -0.1, -0.1], [-0.1, 0.1, -0.1], [-0.1, 0.0, 0.1], [0.3, -0.1, -0.3], [-0.2, 0.6, 0.2], [0.0, -0.1, 0.2], [-0.1, 0.1, 0.0], [0.0, -0.2, -0.1], [-0.1, -0.1, 0.0], [0.0, -0.1, 0.0], [0.0, 0.0, 0.0], [0.0, 0.0, 0.0], [0.0, 0.0, 0.0], [0.0, 0.0, 0.0], [0.0, 0.0, 0.0], [0.0, 0.0, 0.0], [0.0, 0.0, 0.0], [0.0, 0.0, 0.0], [0.0, 0.0, 0.0], [0.0, 0.0, 0.0], [0.0, 0.0, 0.0], [0.0, 0.0, -0.1], [0.1, 0.0, 0.0], [0.1, 0.0, 0.0]],
  "nbo_charge": [0.243, -0.581, -0.642, -0.635, -0.689, 0.238, 0.336, -0.517, -0.741, -0.757, 0.472, 0.318, 0.253, 0.268, 0.210, 0.223, 0.221, 0.238, 0.201, 0.213, 0.224, 0.216, 0.215, 0.239, 0.234]
}